(1)
{"formula": "C39H47Cl4EuN8O6S", "method": "the ωB97M-V functional and the def2-TZVPD basis", "symbols": ["Eu", "N", "C", "C", "C", "C", "N", "H", "H", "H", "H", "H", "H", "H", "H", "H", "H", "H", "H", "Cl", "C", "Cl", "C", "O", "O", "H", "Cl", "C", "C", "C", "C", "C", "Cl", "C", "N", "C", "C", "C", "C", "C", "C", "C", "C", "O", "O", "H", "H", "H", "H", "H", "H", "H", "H", "H", "H", "C", "O", "C", "O", "H", "H", "H", "N", "C", "C", "C", "C", "C", "C", "N", "C", "C", "C", "C", "N", "C", "C", "H", "H", "H", "H", "H", "H", "H", "H", "H", "C", "N", "C", "C", "S", "N", "C", "C", "H", "H", "H", "H", "H", "H", "H", "H", "H", "H", "H", "H"], "positions_angstrom": [[0.716, -0.331, 0.245], [0.089, -2.768, 1.256], [-0.552, -3.958, 0.673], [0.382, -4.752, -0.228], [1.079, -3.932, -1.314], [0.120, -3.150, -2.220], [0.252, -1.695, -2.004], [0.964, -3.050, 1.694], [-0.498, -2.436, 2.025], [-1.424, -3.620, 0.108], [-0.921, -4.632, 1.452], [-0.202, -5.554, -0.689], [1.149, -5.233, 0.389], [1.702, -4.602, -1.910], [1.751, -3.221, -0.834], [-0.914, -3.421, -2.001], [0.299, -3.402, -3.267], [-0.426, -1.205, -2.579], [1.155, -1.396, -2.366], [-3.394, 1.372, 2.858], [-1.932, 0.899, 3.761], [-0.835, 2.280, 3.938], [-1.280, -0.296, 3.032], [-1.664, -1.411, 3.377], [-0.426, -0.013, 2.143], [-2.250, 0.603, 4.752], [4.296, -4.668, 3.651], [3.234, -3.356, 4.081], [2.177, -3.609, 4.930], [1.316, -2.579, 5.277], [1.490, -1.309, 4.703], [2.515, -1.079, 3.812], [2.467, 0.404, 2.909], [3.480, -2.067, 3.520], [4.582, -1.899, 2.709], [5.211, -0.687, 2.373], [5.671, 0.138, 3.396], [6.329, 1.320, 3.108], [6.557, 1.677, 1.786], [6.105, 0.850, 0.769], [5.421, -0.331, 1.036], [4.880, -1.150, -0.120], [3.363, -1.057, -0.209], [2.835, -0.365, -1.115], [2.655, -1.670, 0.641], [2.035, -4.608, 5.319], [0.484, -2.762, 5.942], [0.795, -0.507, 4.911], [4.780, -2.690, 2.115], [5.493, -0.164, 4.422], [6.682, 1.950, 3.915], [7.083, 2.593, 1.550], [6.267, 1.135, -0.265], [5.147, -2.205, -0.017], [5.298, -0.773, -1.051], [3.254, 3.286, 0.835], [1.984, 3.106, 0.202], [1.495, 1.877, 0.298], [0.369, 1.720, -0.232], [3.120, 3.740, 1.817], [3.846, 3.951, 0.208], [3.767, 2.333, 0.946], [-6.656, 0.561, -2.142], [-8.017, 0.402, -2.045], [-9.066, 0.873, -2.785], [-10.356, 0.490, -2.374], [-10.573, -0.339, -1.259], [-9.527, -0.819, -0.509], [-8.207, -0.454, -0.895], [-7.063, -0.790, -0.339], [-6.063, -0.162, -1.108], [-4.700, -0.264, -0.877], [-3.720, 0.407, -1.661], [-2.394, 0.236, -1.368], [-1.935, -0.544, -0.367], [-2.857, -1.171, 0.387], [-4.210, -1.075, 0.185], [-6.175, 1.093, -2.841], [-8.920, 1.512, -3.646], [-11.212, 0.843, -2.934], [-11.590, -0.597, -0.992], [-9.677, -1.456, 0.351], [-3.991, 1.060, -2.482], [-1.638, 0.753, -1.951], [-2.486, -1.781, 1.200], [-4.904, -1.589, 0.833], [-1.237, 3.533, -3.031], [0.191, 3.771, -2.923], [0.499, 4.786, -1.916], [1.078, 2.780, -3.226], [0.598, 1.183, -3.458], [2.381, 3.138, -3.305], [3.420, 2.120, -3.290], [2.811, 4.431, -3.821], [-1.730, 4.492, -3.202], [-1.631, 3.090, -2.111], [-1.442, 2.866, -3.862], [-0.073, 4.572, -1.010], [0.230, 5.780, -2.282], [1.546, 4.764, -1.644], [3.167, 1.327, -2.589], [4.351, 2.596, -2.978], [3.558, 1.679, -4.281], [1.959, 5.004, -4.174], [3.484, 4.262, -4.665], [3.351, 5.014, -3.071]], "forces_ev_per_a": [[-0.282, -3.110, 0.080], [-0.095, -0.130, 0.128], [0.030, 0.031, -0.032], [0.052, 0.079, -0.005], [-0.101, 0.036, 0.030], [-0.022, -0.005, 0.147], [0.349, 0.018, -0.131], [0.057, 0.066, -0.047], [0.039, -0.005, 0.048], [-0.005, -0.016, -0.009], [-0.068, 0.010, 0.014], [0.025, -0.033, 0.022], [-0.034, -0.022, -0.008], [-0.011, 0.009, -0.018], [0.065, -0.017, -0.019], [-0.017, -0.010, -0.020], [-0.014, 0.009, -0.042], [-0.047, 0.019, 0.055], [0.097, 0.011, -0.126], [0.029, -0.028, -0.012], [0.073, 0.106, -0.072], [-0.008, -0.075, 0.017], [0.070, 0.155, 0.092], [0.014, -0.019, -0.027], [-0.455, 0.065, 0.480], [-0.052, -0.051, 0.024], [-0.004, 0.076, 0.001], [0.201, 0.833, -0.332], [-0.117, 0.126, 0.017], [0.060, 0.680, -0.321], [-0.282, -0.809, 0.484], [0.426, -0.313, -0.241], [0.267, 0.076, 0.352], [-0.321, -0.634, 0.375], [0.025, -0.122, -0.093], [0.031, 0.025, 0.004], [-0.041, -0.032, -0.014], [0.011, 0.009, -0.032], [0.005, 0.012, 0.045], [0.020, 0.029, -0.029], [-0.069, 0.007, -0.023], [-0.058, -0.037, 0.178], [0.204, -0.033, -0.299], [0.158, -0.042, 0.026], [0.169, -0.070, 0.079], [0.021, 0.009, -0.002], [0.019, 0.029, 0.005], [-0.023, -0.032, -0.001], [-0.024, 0.091, 0.004], [0.033, 0.008, -0.017], [-0.023, 0.003, -0.014], [-0.007, -0.020, -0.005], [0.006, -0.012, 0.011], [0.014, -0.008, -0.026], [0.030, -0.043, -0.030], [0.092, 0.032, 0.023], [0.072, 0.209, 0.102], [0.221, 0.431, 0.112], [-0.721, 2.271, -0.737], [-0.063, 0.014, -0.017], [-0.029, 0.002, -0.020], [-0.018, -0.051, -0.024], [0.249, -0.754, 1.050], [0.481, -1.042, 1.460], [-1.668, 0.048, -0.207], [0.831, 0.313, -0.355], [0.121, 0.096, -0.122], [0.837, 0.243, -0.261], [-2.195, 1.003, -1.522], [4.593, 1.024, -1.017], [-5.824, -0.778, 0.615], [3.738, -0.407, 0.754], [-1.287, -0.514, 0.547], [0.763, -0.316, 0.540], [-0.520, 0.348, -0.106], [0.649, 0.103, -0.276], [-0.759, 0.763, -0.984], [0.067, 0.042, -0.051], [-0.061, 0.012, -0.019], [0.030, 0.023, -0.029], [-0.008, -0.002, 0.002], [0.008, -0.010, 0.011], [-0.011, -0.025, 0.019], [0.032, -0.020, 0.001], [0.045, 0.054, 0.044], [-0.035, -0.018, -0.037], [0.089, -0.008, -0.048], [0.017, -0.013, -0.019], [0.014, 0.091, -0.129], [-0.157, -0.083, 0.349], [0.008, 0.027, -0.321], [0.049, 0.069, -0.015], [-0.025, -0.037, -0.006], [-0.038, -0.080, 0.048], [-0.002, -0.009, 0.033], [0.009, -0.005, 0.021], [-0.009, -0.007, -0.036], [0.001, -0.013, -0.019], [0.018, -0.004, -0.019], [0.034, -0.021, -0.030], [0.024, 0.049, -0.026], [0.003, 0.016, 0.004], [0.016, 0.003, -0.007], [-0.080, 0.026, 0.038], [-0.006, -0.002, -0.009], [-0.016, 0.005, 0.025]], "homo_lumo_gap_ev": [7.1, 7.1], "lumo_energy_ev": [-0.67, -0.67], "e_homo_ev": [-7.74, -7.74], "s2": 12.01, "spin_multiplicity": 7}

=====

(2)
{"formula": "C25H75N15O10", "method": "the ωB97M-V functional and the def2-TZVPD basis", "symbols": ["C", "O", "N", "N", "H", "H", "H", "H", "C", "O", "N", "N", "H", "H", "H", "H", "C", "O", "N", "N", "H", "H", "H", "H", "C", "O", "N", "N", "H", "H", "H", "H", "C", "O", "N", "N", "H", "H", "H", "H", "C", "C", "C", "O", "C", "N", "H", "H", "H", "H", "H", "H", "H", "H", "H", "H", "H", "C", "C", "C", "O", "C", "N", "H", "H", "H", "H", "H", "H", "H", "H", "H", "H", "H", "C", "C", "C", "O", "C", "N", "H", "H", "H", "H", "H", "H", "H", "H", "H", "H", "H", "C", "C", "C", "O", "C", "N", "H", "H", "H", "H", "H", "H", "H", "H", "H", "H", "H", "C", "C", "C", "O", "C", "N", "H", "H", "H", "H", "H", "H", "H", "H", "H", "H", "H"], "positions_angstrom": [[-1.908, -1.536, -3.652], [-1.468, -0.950, -4.640], [-1.252, -2.570, -3.041], [-3.033, -1.171, -2.972], [-1.679, -3.044, -2.252], [-0.415, -2.937, -3.473], [-3.521, -0.346, -3.265], [-3.315, -1.741, -2.191], [1.002, 4.664, -0.187], [0.588, 5.568, -0.899], [2.002, 3.819, -0.632], [0.656, 4.402, 1.098], [2.048, 3.780, -1.637], [2.252, 3.026, -0.075], [1.048, 3.662, 1.638], [-0.049, 5.001, 1.494], [0.963, 1.987, -4.897], [1.833, 1.098, -4.884], [1.279, 3.302, -5.031], [-0.341, 1.700, -4.821], [0.615, 3.980, -5.349], [2.260, 3.512, -5.081], [-0.586, 0.712, -4.822], [-1.082, 2.372, -4.831], [2.007, -1.934, -2.808], [2.545, -2.747, -2.047], [1.424, -2.318, -3.970], [1.952, -0.586, -2.620], [1.344, -3.305, -4.123], [0.957, -1.637, -4.543], [2.273, -0.277, -1.719], [1.688, 0.062, -3.358], [-2.531, -3.969, 0.283], [-2.745, -3.468, -0.835], [-3.462, -4.761, 0.871], [-1.359, -3.806, 0.936], [-3.177, -5.187, 1.733], [-4.315, -4.932, 0.377], [-1.198, -4.166, 1.855], [-0.722, -3.138, 0.493], [-6.575, 4.806, 0.729], [-6.026, 5.328, -0.590], [-5.705, 6.826, -0.543], [-4.757, 7.081, 0.506], [-4.422, 8.443, 0.566], [-4.879, 4.533, -1.037], [-5.833, 4.872, 1.520], [-6.822, 3.757, 0.531], [-7.578, 5.183, 0.930], [-6.814, 5.299, -1.350], [-6.603, 7.428, -0.339], [-5.382, 7.300, -1.478], [-5.383, 8.976, 0.570], [-3.785, 8.831, -0.240], [-3.854, 8.603, 1.484], [-4.279, 4.302, -0.254], [-4.356, 5.146, -1.652], [-0.278, 0.080, 1.146], [-0.722, -0.416, -0.243], [-0.541, 0.664, -1.311], [-1.278, 1.840, -1.119], [-2.645, 1.740, -1.399], [0.148, -1.583, -0.538], [-1.067, 0.823, 1.316], [0.668, 0.612, 1.251], [-0.298, -0.628, 1.974], [-1.693, -0.913, -0.269], [-0.466, 0.247, -2.323], [0.516, 0.950, -1.208], [-3.144, 2.676, -1.658], [-3.196, 1.317, -0.551], [-2.797, 1.158, -2.315], [0.085, -1.861, -1.519], [1.152, -1.411, -0.483], [0.723, -1.312, 4.990], [1.797, -0.785, 5.937], [1.245, -0.087, 7.189], [2.354, 0.319, 7.994], [3.080, 1.421, 7.502], [2.721, -1.858, 6.320], [0.006, -1.899, 5.579], [1.038, -2.094, 4.295], [0.183, -0.501, 4.506], [2.310, -0.008, 5.351], [0.648, -0.821, 7.733], [0.654, 0.830, 7.099], [2.549, 2.374, 7.564], [3.567, 1.209, 6.548], [3.929, 1.554, 8.178], [3.093, -2.144, 5.416], [3.522, -1.428, 6.776], [4.772, 0.351, -1.736], [5.251, -0.857, -0.944], [4.086, -1.798, -0.567], [3.100, -1.117, 0.187], [3.462, -0.786, 1.511], [6.270, -1.541, -1.755], [4.455, -0.049, -2.703], [5.574, 1.065, -1.914], [3.965, 0.812, -1.162], [5.678, -0.426, -0.028], [4.416, -2.668, 0.013], [3.534, -2.113, -1.457], [4.021, -1.579, 2.013], [2.587, -0.429, 2.050], [4.109, 0.100, 1.493], [7.099, -0.953, -1.741], [6.574, -2.397, -1.298], [0.258, -5.202, 1.616], [0.478, -5.223, 0.113], [-0.460, -4.257, -0.633], [-0.272, -4.212, -2.022], [-0.427, -5.445, -2.699], [1.904, -4.834, -0.102], [0.887, -6.002, 2.028], [-0.787, -5.316, 1.898], [0.766, -4.407, 2.171], [0.392, -6.217, -0.324], [-0.294, -3.309, -0.109], [-1.522, -4.426, -0.395], [-0.224, -5.315, -3.758], [-1.467, -5.756, -2.534], [0.222, -6.219, -2.287], [2.050, -4.122, -0.833], [2.154, -4.260, 0.701]], "forces_ev_per_a": [[0.548, -0.864, 1.251], [0.004, 0.388, -0.429], [-1.682, 1.947, -1.771], [0.138, -0.163, -0.568], [0.088, 0.336, -0.597], [-0.808, 0.439, 0.295], [-0.225, -0.216, 0.037], [-0.253, 0.242, 0.042], [1.068, -0.143, -0.844], [-0.345, -0.477, 0.794], [-0.239, 0.456, -0.270], [-0.943, 0.982, 0.242], [0.261, -0.275, 0.085], [0.034, -0.311, -0.276], [0.002, -0.145, 0.042], [0.094, -0.156, 0.149], [0.451, -0.264, -0.614], [-0.437, 0.540, 0.403], [0.541, 0.119, 0.258], [-0.434, -0.847, 0.073], [-0.058, 0.088, 0.059], [-0.067, 0.070, -0.160], [-0.305, 0.137, 0.001], [0.082, 0.213, 0.054], [-0.399, 0.730, -1.532], [-3.513, -1.365, -2.404], [0.602, -0.265, -0.019], [0.362, -1.127, 0.752], [0.185, -0.036, -0.304], [-0.195, -0.095, -0.273], [0.120, 0.299, -0.211], [0.304, -0.052, -0.126], [-3.906, 2.608, 2.699], [-1.982, 1.016, 0.317], [0.969, 0.142, 0.189], [-8.015, 4.545, 10.230], [-0.714, -0.310, 0.128], [-0.096, -0.281, 0.100], [-1.443, 1.869, 0.370], [-4.287, 2.289, 6.575], [-0.500, -1.025, -1.143], [0.072, 1.137, -0.237], [0.082, 0.623, 1.184], [0.088, -0.428, -0.952], [-0.322, 0.138, 0.427], [-0.396, 0.206, -0.203], [-0.304, 0.229, 0.255], [0.457, -0.182, 0.250], [0.365, 0.707, 0.476], [-0.032, -0.473, -0.035], [-0.311, -0.309, 0.336], [0.520, -0.665, -0.303], [0.377, 0.546, 0.183], [-0.203, -0.392, -0.307], [-0.285, 0.050, 0.075], [0.044, 0.179, 0.038], [0.365, -0.331, -0.032], [-1.987, 1.047, 0.004], [2.178, -1.573, -0.075], [1.482, -0.041, 0.628], [0.109, 0.583, -0.265], [-0.747, -0.313, -0.649], [0.529, 0.586, -0.444], [0.285, 0.222, 0.768], [0.167, -0.109, -0.804], [-0.264, -0.423, -0.353], [-0.466, 0.774, 0.433], [-1.209, 0.060, -0.099], [-0.166, 0.412, 0.316], [0.664, 0.429, 0.454], [-0.061, -0.248, -0.155], [0.035, -0.260, 0.396], [-0.765, -0.009, 0.335], [-0.224, 0.389, 0.866], [-0.810, -0.807, 1.174], [-0.311, 0.909, -0.893], [0.748, -0.015, 0.173], [-0.066, -0.336, 0.435], [0.919, -0.251, 0.774], [0.023, 0.423, -0.604], [-0.227, 0.309, 0.124], [0.577, 0.546, -0.357], [0.061, -0.089, -0.198], [0.221, 0.033, 0.083], [0.228, 0.063, 0.343], [-0.343, -0.280, -0.946], [-0.382, -0.096, -0.534], [-0.454, 0.310, -0.362], [-0.118, -0.131, 0.185], [0.092, -0.480, 0.224], [-0.154, -0.109, 0.326], [-0.015, -0.761, -0.155], [0.257, 0.316, 0.697], [2.534, 1.560, 0.666], [-0.675, 0.144, 0.651], [0.442, 1.147, -0.512], [0.059, -0.168, 0.508], [-0.286, 0.489, 0.051], [0.037, 0.073, 0.152], [-0.035, 0.291, -0.348], [0.265, -0.259, 0.226], [0.245, -0.075, -0.091], [1.923, 0.349, 1.175], [-0.307, -0.214, 0.069], [-0.251, -0.598, 0.110], [0.274, -0.094, 0.070], [-0.016, 0.001, -0.263], [-0.189, -0.050, -0.029], [2.308, -3.078, 0.860], [1.062, 1.162, -0.832], [3.233, -3.964, -4.539], [2.824, -1.930, 0.122], [-0.501, 0.072, 0.976], [0.117, 0.720, 0.299], [-0.399, -0.577, -0.053], [1.432, -2.073, 0.682], [-0.697, 0.842, -0.474], [-0.297, -0.231, 0.493], [6.017, -1.853, -10.060], [5.774, -3.518, -5.824], [-0.053, 0.103, -0.074], [-0.019, -0.295, -0.350], [0.170, -0.033, -0.227], [-0.565, -0.841, -0.247], [0.246, -0.262, 0.208]], "homo_lumo_gap_ev": 8.3, "lumo_energy_ev": 0.22, "e_homo_ev": -8.05}

=====

So what do the calculations give for electronic energy? Going down the list: -5353.297521; -2570.861864 a.u..
So what do the calculations give for F_max? Going down the list: 5.91; 13.77 eV/Å.
So what do the calculations give for relative energy (zero: lowest compared OMol25 entry of this formula, charge and spin)? Going down the list: 0.0; 1454.3 kJ/mol.